Entry 1:
16
Properties=species:S:1:pos:R:3:forces:R:3 method="wB97M-V/def2-TZVPD" homo_energy_ev="-7.969 / -7.896" spin_multiplicity=2
O 2.63920 -0.19747 0.64152 0.027 -1.193 -0.086
C 3.19108 -1.02861 0.00607 1.398 1.693 -0.487
O 3.95612 -1.58377 -0.66183 -1.370 -0.372 0.747
O 0.38821 1.82657 2.15848 -0.022 -0.788 0.248
C -0.52934 2.40848 1.49000 0.053 -0.028 -0.763
C -1.03696 2.06333 0.29457 -0.143 0.690 0.342
O -0.48093 0.87414 -0.24014 0.239 -0.280 -0.016
C -1.40641 -0.16163 -0.61297 -0.320 -0.051 -0.142
C -0.59553 -1.45010 -0.67628 0.267 -0.002 -0.077
O 0.18765 -1.62983 0.46536 0.041 0.431 0.606
Mg 0.65195 0.02475 1.34463 -0.518 0.138 -0.868
H -1.66022 2.66232 -0.36597 0.081 -0.287 0.337
H -1.86513 0.08378 -1.58243 0.120 -0.039 0.176
H -2.20779 -0.22246 0.14065 0.245 0.028 -0.050
H 0.06899 -1.38417 -1.56155 -0.294 -0.088 0.011
H -1.30086 -2.28533 -0.84011 0.195 0.150 0.023

***

Entry 2:
71
Properties=species:S:1:pos:R:3:forces:R:3 method="wB97M-V/def2-TZVPD" homo_energy_ev=-2.298 relative_energy_kj_mol=0.0 charge=-2
Cd 2.29259 -1.15762 0.74421 0.040 0.015 -0.058
N -1.82580 -0.52298 -1.63768 0.072 -0.067 -0.041
P -1.52395 1.17182 -1.64155 -0.106 -0.006 -0.051
C -3.09766 1.77953 -2.40333 -0.019 0.079 0.014
C -3.54919 3.04617 -2.05486 -0.029 0.004 -0.031
C -4.70687 3.57127 -2.61890 0.009 0.005 0.011
C -5.43361 2.82001 -3.52918 -0.003 -0.008 -0.010
C -4.99550 1.54490 -3.87361 -0.003 0.015 0.010
C -3.83571 1.03161 -3.31652 0.024 -0.011 0.005
C -0.50274 1.34388 -3.15609 0.011 0.048 0.013
C -0.13513 2.65362 -3.47207 0.005 0.006 0.014
C 0.64531 2.92682 -4.58173 0.004 -0.011 -0.008
C 1.09482 1.88277 -5.38278 -0.011 -0.006 0.006
C 0.75389 0.57912 -5.06264 -0.002 0.018 -0.004
C -0.05057 0.30852 -3.96236 0.001 -0.061 -0.004
C -2.58049 -1.03761 -0.60834 0.037 0.023 0.022
C -2.40083 -2.36853 -0.18127 0.016 0.016 0.007
C -3.17496 -2.82279 0.85514 -0.021 0.012 0.000
C -4.11400 -1.97010 1.44823 0.023 -0.045 0.000
C -4.20646 -0.68644 0.95849 0.009 0.052 -0.010
N -3.46514 -0.21172 -0.04581 -0.011 -0.035 0.000
H -1.06505 -1.13311 -1.94628 0.011 -0.025 0.112
H -2.99231 3.62283 -1.32352 0.004 0.002 0.004
H -5.04553 4.56227 -2.33826 0.000 -0.004 0.000
H -6.34094 3.22082 -3.96624 0.001 -0.002 0.002
H -5.56404 0.95119 -4.58012 0.005 -0.003 -0.002
H -3.49092 0.03724 -3.57656 0.001 -0.003 0.000
H -0.45674 3.46930 -2.83074 -0.004 -0.002 0.002
H 0.92492 3.94953 -4.80700 0.000 0.000 -0.003
H 1.73214 2.08621 -6.23542 0.003 0.001 0.004
H 1.14002 -0.25026 -5.64064 0.001 0.000 0.007
H -0.27085 -0.72760 -3.73458 0.004 0.011 -0.003
H -1.62777 -2.97109 -0.64358 0.003 -0.003 -0.013
H -3.03403 -3.83181 1.22400 -0.004 0.006 0.002
H -4.73193 -2.29088 2.27650 -0.003 -0.003 -0.003
H -4.90604 0.01970 1.39795 0.000 -0.001 -0.005
I -0.86291 -4.21300 3.93840 0.002 -0.009 0.024
C 1.09081 -3.57833 4.29192 -0.045 -0.035 -0.033
C 1.70751 -3.86797 5.51016 -0.094 -0.046 -0.016
C 2.98048 -3.44552 5.78377 0.121 0.037 -0.003
I 3.82660 -3.94866 7.63463 -0.008 0.002 0.000
C 3.70030 -2.68055 4.82986 -0.043 -0.008 0.028
C 5.00182 -2.16383 5.00789 -0.007 -0.018 0.008
C 5.58363 -1.41121 4.02660 0.019 -0.005 0.045
C 4.87084 -1.15645 2.84555 0.009 0.027 -0.055
N 3.66757 -1.64084 2.65215 0.047 0.057 -0.058
C 3.06827 -2.38894 3.59741 0.020 -0.063 0.056
C 1.72175 -2.86175 3.26021 0.033 0.046 0.077
O 1.20237 -2.61135 2.14189 -0.009 0.056 -0.041
H 1.16030 -4.44088 6.24724 -0.007 0.007 -0.001
H 5.52809 -2.36605 5.93202 0.000 0.000 0.002
H 6.57709 -1.00169 4.15178 0.001 -0.001 -0.001
H 5.26920 -0.53626 2.05163 -0.017 -0.002 -0.020
Br -0.95044 -0.18376 2.48480 0.015 -0.007 -0.015
C 0.06602 1.26123 1.81166 0.103 -0.001 -0.009
C -0.51010 2.51933 1.76562 -0.041 -0.024 0.015
C 0.27061 3.56017 1.29780 -0.021 0.036 -0.002
C 1.57874 3.31372 0.92301 0.033 0.024 -0.020
C 2.06428 2.01849 0.99615 -0.018 -0.125 -0.004
N 1.30239 1.00123 1.42341 -0.062 0.107 0.021
C 3.53272 1.72648 0.62767 -0.043 0.136 0.032
O 4.25344 2.71978 0.49575 -0.028 -0.076 0.005
O 3.85194 0.51170 0.53734 0.016 -0.120 0.007
H -1.53822 2.65553 2.06577 0.001 -0.011 -0.003
H -0.14559 4.55851 1.22880 0.003 -0.004 -0.001
H 2.24840 4.08469 0.57231 0.003 -0.003 0.002
O 1.14711 -0.80377 -1.21910 -0.041 0.004 -0.017
S 1.78206 -1.94483 -1.98670 -0.069 -0.014 -0.069
O 2.68721 -2.60346 -0.99025 0.041 -0.050 0.073
O 2.49760 -1.47923 -3.15853 0.018 0.039 0.001
S 0.30914 -3.19914 -2.53144 -0.003 0.028 -0.017

***

Entry 3:
18
Properties=species:S:1:pos:R:3:forces:R:3 method="wB97M-V/def2-TZVPD" homo_energy_ev="-6.801 / -8.291" spin_multiplicity=3
C 1.93648 -1.04903 -1.71764 1.473 -3.206 -1.646
C 3.28817 -0.92821 -2.13786 -1.195 2.142 0.625
C -1.15312 0.49050 1.37336 -3.261 -2.498 -0.471
C -0.76758 0.54441 -0.09069 -2.271 3.890 -1.147
C -2.38498 1.16277 2.07818 0.315 0.434 -3.091
N 1.22901 -0.16111 -1.12242 -0.088 1.823 0.774
N 0.09702 -0.47487 -0.46866 1.859 -2.840 -1.073
F -2.63565 0.53093 3.21175 -0.181 -1.917 2.694
S 4.20133 -2.02297 -3.00068 0.433 -0.758 -0.450
H 1.61326 -2.10027 -2.02915 -0.566 1.081 1.036
H 3.79280 0.05167 -2.07076 -0.210 -0.355 0.194
H -0.41915 0.68737 2.02340 3.521 1.044 1.944
H -1.26967 -0.61537 1.54133 -0.482 0.728 0.083
H -0.25384 1.54161 -0.35238 -0.485 -1.596 0.415
H -1.73380 0.62050 -0.75053 1.383 -0.455 1.036
H -3.31327 1.04984 1.49511 0.375 0.587 -0.283
H -2.18063 2.17740 2.40447 0.013 0.513 -0.757
H -0.04640 -1.50518 -0.38683 -0.633 1.382 0.117

***

Entry 4:
54
Properties=species:S:1:pos:R:3:forces:R:3 method="wB97M-V/def2-TZVPD" homo_energy_ev=-9.161 relative_energy_kj_mol=515.2
C 27.88000 48.53800 38.41700 1.611 -1.872 -2.551
C 26.47200 48.44300 37.95000 -3.086 3.271 0.018
O 26.16100 47.99500 36.58900 0.828 -0.533 -0.696
C 24.97900 48.32900 35.98200 -1.408 1.173 2.261
C 24.95700 47.99100 34.49300 -0.264 -2.224 1.249
O 24.07900 48.85600 36.64000 1.386 -1.005 -1.718
H 28.67200 49.15700 37.93300 -1.150 -0.214 -0.167
H 28.21300 47.50900 38.37500 0.844 -0.300 0.352
H 27.82500 48.82700 39.40900 -0.121 0.547 2.067
H 25.92900 47.74400 38.74000 0.559 1.869 -1.827
H 26.16700 49.61500 37.87600 -0.383 -2.874 0.916
H 24.84100 46.89700 34.31700 0.941 0.368 0.625
H 25.80000 48.37200 34.03100 2.241 0.263 -0.673
H 24.21000 48.27600 33.81900 -2.018 1.499 0.109
C 20.97200 48.68200 34.29600 0.267 1.073 -2.317
C 21.03600 47.26700 33.67600 -2.049 2.778 -6.871
C 21.56500 46.15400 34.45300 1.177 0.932 0.434
O 20.69800 47.18600 32.38300 1.561 -0.220 6.387
H 21.77300 49.42200 33.92000 -0.988 -1.434 -0.278
H 21.31700 48.58800 35.26700 -0.229 0.041 2.490
H 20.00500 49.26500 34.12100 1.151 -1.278 0.512
H 21.41800 45.30700 33.89700 0.889 -2.168 -2.319
H 20.86900 45.77800 35.18300 0.113 1.048 1.765
H 22.66900 46.39100 34.69400 -1.991 -0.782 0.292
C 20.72700 45.83800 39.29000 -0.503 1.301 -5.920
C 19.53300 46.66500 38.64600 0.019 -3.206 -8.113
C 19.29000 47.99600 39.19700 -2.152 0.061 -3.673
O 19.00500 46.24900 37.42400 2.800 2.328 7.695
H 20.94600 45.00000 38.56900 0.075 1.153 0.218
H 20.28100 45.29900 39.98400 -1.344 -1.929 4.527
H 21.61100 46.45400 39.42500 -0.215 -0.093 0.712
H 18.50600 48.55900 38.65300 0.707 -0.366 -0.808
H 20.15000 48.57000 39.20000 1.742 1.035 0.900
H 18.69700 47.85800 39.99100 -1.068 -0.274 4.371
C 18.30700 49.88200 31.24500 1.184 3.777 -1.270
C 17.76400 49.23300 30.06400 -6.050 2.001 -4.189
C 18.69800 48.28800 29.32400 0.054 0.405 0.843
O 16.53300 49.49800 29.61200 6.201 -1.683 2.273
H 19.13900 50.77100 30.98700 -1.718 -3.041 0.742
H 18.54500 49.00900 31.71900 2.346 -1.783 2.190
H 17.59300 50.34900 31.87000 -1.104 0.668 0.192
H 19.03700 47.48900 30.05300 0.074 0.972 -1.044
H 19.52400 48.87300 28.83000 -0.467 -0.635 0.959
H 18.12500 47.88400 28.52700 -0.450 -0.704 -0.641
C 24.46700 44.66900 32.32900 -3.229 -8.107 1.785
C 24.83300 43.89000 33.53400 -4.207 -2.721 6.885
C 26.26000 43.38800 33.62900 -1.034 -2.084 0.340
O 23.95000 43.60300 34.58200 5.241 1.988 -6.564
H 25.13300 45.28400 32.24500 7.564 7.061 -1.471
H 23.60200 45.12200 32.45700 -4.340 1.832 0.299
H 24.50100 43.99500 31.50300 -0.209 -0.406 -0.819
H 26.47300 42.63500 32.83800 -0.399 0.419 0.214
H 26.52800 42.87800 34.57900 -0.564 0.612 -0.478
H 26.92700 44.16600 33.43300 1.162 1.464 -0.215